{"formula": "C54H129O34P7S3", "method": "ωB97M-V with the def2-TZVPD basis set", "smiles": "CCOP(=O)(OCC)OCC.CCOP(=O)(OCC)OCC.CCOP(=O)(OCC)OCC.CCOP(=O)(OCC)OCC.CCOP(=O)(OCC)OCC.CCOP(=O)(OCC)OCC.CCOP(=O)(OCC)OCC.O=S1(=O)CCCC1.O=S1(=O)CCCC1.O=S1(=O)CCCC1", "total_charge": 0, "e_lumo_ha": 0.013, "gap_ha": 0.38720, "total_energy_ev": -225239.77580, "symbols": ["C", "C", "O", "P", "O", "O", "C", "C", "O", "C", "C", "H", "H", "H", "H", "H", "H", "H", "H", "H", "H", "H", "H", "H", "H", "H", "C", "C", "O", "P", "O", "O", "C", "C", "O", "C", "C", "H", "H", "H", "H", "H", "H", "H", "H", "H", "H", "H", "H", "H", "H", "H", "C", "C", "O", "P", "O", "O", "C", "C", "O", "C", "C", "H", "H", "H", "H", "H", "H", "H", "H", "H", "H", "H", "H", "H", "H", "H", "C", "C", "O", "P", "O", "O", "C", "C", "O", "C", "C", "H", "H", "H", "H", "H", "H", "H", "H", "H", "H", "H", "H", "H", "H", "H", "C", "C", "O", "P", "O", "O", "C", "C", "O", "C", "C", "H", "H", "H", "H", "H", "H", "H", "H", "H", "H", "H", "H", "H", "H", "H", "C", "C", "O", "P", "O", "O", "C", "C", "O", "C", "C", "H", "H", "H", "H", "H", "H", "H", "H", "H", "H", "H", "H", "H", "H", "H", "C", "C", "O", "P", "O", "O", "C", "C", "O", "C", "C", "H", "H", "H", "H", "H", "H", "H", "H", "H", "H", "H", "H", "H", "H", "H", "O", "S", "O", "C", "C", "C", "C", "H", "H", "H", "H", "H", "H", "H", "H", "O", "S", "O", "C", "C", "C", "C", "H", "H", "H", "H", "H", "H", "H", "H", "O", "S", "O", "C", "C", "C", "C", "H", "H", "H", "H", "H", "H", "H", "H"], "positions_angstrom": [[-2.93452, 4.77057, -12.48065], [-2.37350, 6.11887, -13.15886], [-1.29249, 6.65779, -12.47668], [-1.36645, 6.99792, -10.85386], [-2.54912, 7.75213, -10.53279], [-1.06191, 5.54696, -10.09486], [-1.81350, 5.27117, -8.91698], [-1.73986, 3.71335, -8.62436], [-0.06440, 7.84589, -10.75648], [1.16817, 7.27095, -11.05241], [1.99053, 7.94100, -12.15807], [-3.73579, 4.17883, -12.92327], [-2.22289, 4.02307, -12.13005], [-3.31655, 5.17865, -11.54490], [-2.02277, 5.87175, -14.16087], [-3.23598, 6.77443, -13.27918], [-1.37340, 6.00354, -8.24019], [-2.78746, 5.73893, -9.06088], [-0.77474, 3.32128, -8.30352], [-2.47069, 3.48970, -7.84720], [-2.00073, 2.98821, -9.39522], [1.60149, 7.43674, -10.06608], [1.13958, 6.21282, -11.31249], [1.61874, 7.78578, -13.17087], [2.18261, 9.01023, -12.06884], [2.96303, 7.48082, -12.33294], [-9.17272, 5.26697, 4.30178], [-9.23676, 6.79590, 3.92915], [-8.37495, 7.61618, 4.74350], [-7.07455, 8.38780, 4.02860], [-6.40860, 7.61106, 2.93360], [-6.15193, 8.84629, 5.23898], [-6.02690, 8.03798, 6.32065], [-5.90804, 8.98847, 7.55800], [-7.73130, 9.83098, 3.57579], [-7.91341, 10.92366, 4.44900], [-8.94031, 10.54593, 5.42434], [-9.38310, 5.18816, 5.36839], [-9.96208, 4.72404, 3.78194], [-8.20006, 4.79945, 4.14861], [-8.91058, 6.94302, 2.89955], [-10.20409, 7.27660, 4.07508], [-6.95668, 7.47455, 6.39917], [-5.24370, 7.28062, 6.35393], [-6.59138, 9.83656, 7.60160], [-6.01642, 8.37762, 8.45422], [-4.86944, 9.22744, 7.78667], [-6.97950, 10.96329, 5.00965], [-8.27059, 11.79678, 3.90295], [-9.93021, 10.48522, 4.97211], [-8.59413, 9.76364, 6.09983], [-9.01855, 11.44255, 6.03919], [6.65051, -10.32094, 10.20691], [5.46379, -10.79975, 9.33046], [4.44130, -9.88930, 9.13082], [3.40051, -9.66131, 10.35874], [3.98157, -9.44617, 11.73719], [2.50573, -10.97275, 10.26026], [1.58802, -11.31748, 11.23754], [2.16976, -12.49613, 12.07502], [2.44333, -8.59764, 9.73060], [2.74191, -7.27043, 9.94067], [1.91347, -6.35941, 8.95991], [7.04489, -9.34926, 9.90956], [6.34509, -10.14597, 11.23851], [7.37672, -11.05942, 10.54656], [5.82606, -11.27316, 8.41792], [5.22770, -11.76699, 9.77410], [1.17109, -10.54568, 11.88453], [0.75330, -11.76462, 10.69772], [2.27085, -13.35991, 11.41793], [3.17264, -12.31717, 12.46270], [1.50219, -12.92342, 12.82327], [2.51587, -6.94830, 10.95716], [3.79259, -7.00291, 9.82843], [2.23572, -5.31934, 8.90982], [2.04745, -6.70019, 7.93325], [0.83680, -6.39389, 9.12632], [10.42505, 1.58684, -11.03639], [11.34325, 1.64378, -9.74869], [10.43915, 1.91960, -8.63605], [9.82280, 0.79914, -7.67849], [10.87704, -0.16410, -7.27704], [9.05529, 1.64485, -6.41475], [8.57226, 0.86370, -5.27796], [7.57248, 1.69097, -4.52347], [8.61175, 0.10353, -8.50741], [7.51215, 0.94047, -8.81402], [6.22627, 0.32803, -8.36774], [9.89397, 0.64003, -10.93836], [9.79228, 2.41949, -11.34362], [11.29308, 1.34947, -11.65143], [11.96162, 0.75679, -9.61102], [12.09705, 2.43108, -9.74235], [8.07238, -0.08383, -5.47898], [9.40004, 0.68051, -4.59289], [6.82943, 2.05424, -5.23341], [7.00456, 1.25779, -3.70011], [7.95189, 2.58547, -4.02949], [7.47404, 1.88483, -8.27103], [7.64112, 1.27819, -9.84233], [6.11416, -0.72133, -8.64047], [6.22197, 0.27256, -7.27917], [5.37842, 0.93649, -8.68244], [-5.55571, -1.32700, 10.83433], [-5.66910, -2.66344, 11.52735], [-5.86949, -3.78409, 10.70072], [-7.26486, -4.54977, 10.44419], [-8.02888, -4.78763, 11.72806], [-8.03828, -3.66987, 9.34280], [-7.43662, -3.76034, 8.02482], [-8.34558, -4.42117, 7.07401], [-6.84843, -5.86090, 9.62375], [-6.12303, -6.88585, 10.31253], [-6.81242, -8.24879, 10.06266], [-6.51186, -0.87635, 10.56826], [-5.32163, -0.53148, 11.54175], [-4.81567, -1.22148, 10.04104], [-4.61305, -2.75127, 11.78258], [-6.25118, -2.72666, 12.44675], [-7.30654, -2.72936, 7.69579], [-6.45631, -4.19837, 7.83718], [-8.00337, -4.85114, 6.13267], [-8.73161, -5.27900, 7.62466], [-9.13162, -3.73585, 6.75687], [-5.16978, -6.90716, 9.78435], [-5.92395, -6.77921, 11.37887], [-6.42633, -9.14937, 10.54014], [-7.81334, -8.00758, 10.42053], [-6.76459, -8.43592, 8.98991], [3.64906, 8.52381, -2.37239], [3.86147, 9.65980, -3.34655], [5.07574, 9.40724, -4.06532], [6.14703, 10.56892, -4.01261], [6.75217, 10.84045, -2.65018], [5.23236, 11.74345, -4.70003], [5.08353, 12.91055, -4.00632], [6.31416, 13.79670, -3.80870], [7.12877, 10.06963, -5.22662], [8.53577, 9.80140, -4.95705], [9.31765, 10.39583, -5.99201], [2.80788, 8.71282, -1.70547], [3.30873, 7.68455, -2.97895], [4.52326, 8.29710, -1.76208], [2.96705, 9.84461, -3.94150], [4.04504, 10.52802, -2.71363], [4.41359, 13.58586, -4.53852], [4.63127, 12.84540, -3.01672], [7.11476, 13.31088, -3.25094], [6.71383, 14.21352, -4.73316], [5.97947, 14.62912, -3.18969], [8.90829, 10.14992, -3.99380], [8.73880, 8.73289, -4.88516], [9.06569, 10.03219, -6.98819], [9.05031, 11.44232, -5.84544], [10.40596, 10.43826, -6.03529], [0.46091, -10.30273, -2.51240], [-0.84206, -10.93269, -2.10344], [-1.22326, -10.77921, -0.74717], [-0.22537, -10.37452, 0.43398], [0.40090, -8.99468, 0.25412], [0.78823, -11.59877, 0.53261], [2.12710, -11.29787, 0.60518], [2.89499, -12.49893, -0.02369], [-1.10548, -10.51929, 1.77246], [-2.33013, -9.82857, 1.67414], [-3.40224, -10.81396, 1.24812], [0.56743, -10.49571, -3.57988], [0.54199, -9.21627, -2.54593], [1.33271, -10.81653, -2.10733], [-1.73201, -10.61158, -2.64473], [-0.71080, -12.00535, -2.24585], [2.49310, -10.54063, -0.08816], [2.40119, -11.12286, 1.64554], [3.81403, -12.67810, 0.53430], [2.41437, -13.42103, 0.30316], [3.05696, -12.47360, -1.10129], [-2.42999, -9.43386, 2.68524], [-2.19955, -8.95724, 1.03240], [-3.25594, -11.39659, 0.33860], [-3.49751, -11.60996, 1.98664], [-4.42392, -10.44426, 1.16093], [-11.43592, 6.07582, -6.48153], [-11.89075, 4.72719, -6.95708], [-13.17652, 4.51138, -7.67240], [-10.52253, 3.84365, -7.91081], [-10.38082, 2.41765, -7.33712], [-10.58127, 2.46726, -5.82181], [-11.71610, 3.57065, -5.50297], [-9.70650, 4.55110, -7.76349], [-10.96107, 3.86992, -8.90835], [-11.15799, 1.84811, -7.84676], [-9.51709, 1.81140, -7.61014], [-9.64331, 2.64452, -5.29559], [-11.02833, 1.50018, -5.59161], [-11.36088, 4.06083, -4.59652], [-12.70294, 3.22632, -5.19363], [6.90735, -4.53367, 0.42663], [7.79697, -5.18761, 1.38119], [8.44893, -6.41742, 1.00776], [8.97296, -3.88806, 2.18608], [8.32827, -3.28288, 3.44106], [7.47776, -4.44643, 4.05487], [6.96240, -5.47861, 3.08912], [9.59187, -3.36213, 1.45913], [9.73557, -4.55578, 2.58691], [8.87843, -2.91659, 4.30781], [7.69967, -2.46494, 3.08901], [6.62752, -4.02847, 4.59386], [8.02142, -4.84355, 4.91210], [5.90746, -5.60072, 2.84358], [7.34557, -6.40197, 3.52350], [-4.09530, -0.36467, -0.10021], [-2.79326, -0.80378, 0.55038], [-2.82996, -1.39922, 1.88204], [-2.02980, -1.97651, -0.57375], [-0.55529, -1.77897, -0.17258], [-0.24425, -0.30367, 0.01165], [-1.56896, 0.46603, 0.34307], [-2.28762, -1.71598, -1.60027], [-2.27001, -3.02256, -0.38359], [-0.48260, -2.18172, 0.83767], [0.05797, -2.42050, -0.80541], [0.08249, 0.12388, -0.93626], [0.54929, -0.29403, 0.75886], [-1.75754, 1.11511, -0.51205], [-1.60967, 1.06924, 1.25003]], "atomic_forces_ev_per_a": [[0.39, 1.30, 0.97], [-1.39, -3.17, -0.88], [0.64, 0.20, 2.26], [0.86, -1.92, -2.57], [-1.32, 0.15, 1.14], [0.05, 2.00, -2.43], [0.28, -0.39, -0.22], [-0.48, 0.96, 0.63], [-1.48, 0.47, -0.38], [2.54, 0.08, 0.27], [0.03, 0.25, -0.86], [-0.07, 0.69, -0.64], [0.67, 0.33, -0.49], [-0.51, -0.28, 0.24], [0.16, 0.19, -0.02], [0.22, 0.40, 0.34], [0.16, -1.02, 1.30], [-0.62, -0.96, 0.02], [0.20, 0.70, 0.26], [0.13, 0.11, 0.31], [-0.29, 0.86, -0.79], [1.22, -0.67, -0.30], [-0.41, -0.07, 0.35], [-0.93, 0.09, 0.12], [-0.26, -0.01, 0.40], [0.23, -0.27, 0.95], [-0.37, 1.58, 0.55], [0.66, -0.71, -0.38], [2.37, 0.73, -0.33], [-1.53, 0.09, -1.82], [-1.36, 1.37, 1.81], [-0.20, 0.75, -2.85], [-1.00, -0.27, 4.07], [0.94, -1.85, 0.55], [1.33, -2.51, -1.52], [0.48, -1.15, 0.63], [-0.93, 1.55, 1.53], [-0.08, -0.07, 0.09], [0.14, 0.03, -0.16], [-0.03, 0.29, -0.37], [-0.29, -0.19, -0.16], [-0.25, -0.60, -0.11], [0.03, -0.14, 0.41], [0.50, 0.38, -0.65], [0.17, -0.14, -0.28], [-0.92, -0.21, 0.14], [0.14, 0.91, -0.85], [0.15, 1.25, -0.29], [0.78, -0.06, -0.28], [0.06, -0.85, 0.10], [-0.60, -0.30, -0.33], [-0.19, 0.13, 0.51], [-0.83, 0.76, 1.03], [3.12, -2.43, 1.06], [-1.32, 0.65, 0.99], [1.44, -1.57, 1.75], [-1.13, 0.11, -2.74], [1.21, 1.19, -1.04], [-1.02, -2.62, 1.64], [-0.07, -0.31, -0.70], [-0.28, -0.80, -0.11], [-0.60, 4.01, -0.34], [0.41, -0.93, -0.25], [0.48, -0.34, -0.37], [-1.06, 0.50, -0.04], [0.48, -0.34, -1.48], [-0.03, 1.23, -0.84], [-1.35, 0.16, 0.73], [0.55, 0.52, -0.25], [-0.25, 0.28, -0.03], [0.22, 0.09, -0.44], [-0.23, 0.35, 0.26], [-0.09, 0.70, 0.37], [-0.22, -0.34, 0.19], [0.24, -0.49, -0.34], [0.13, -0.03, 0.61], [0.12, -0.31, -0.04], [0.08, -0.04, 0.36], [2.77, -1.53, 1.42], [-1.95, 0.96, -0.13], [-0.63, 0.18, 1.31], [0.87, -0.45, 1.13], [-1.45, 0.57, -0.08], [0.86, -1.60, -2.08], [0.37, 0.21, 1.18], [-1.01, 1.57, -0.01], [1.15, 0.58, 1.28], [-0.50, 1.34, -0.20], [-0.38, -1.03, 0.11], [-0.41, 0.22, -0.18], [0.51, 0.05, 0.35], [-0.61, 0.30, -1.53], [-0.70, -0.50, 0.10], [-0.47, 0.46, -0.13], [0.40, -0.08, -0.87], [0.30, -0.29, -0.40], [-0.20, 0.04, -0.05], [0.25, -0.96, -0.26], [0.61, 0.11, -0.39], [0.92, 0.17, 0.27], [-0.55, -0.57, -0.34], [-0.15, 0.09, -0.58], [0.02, 0.34, 0.15], [-0.03, -0.17, -0.08], [-1.77, 1.58, 0.17], [2.22, 0.50, 0.43], [-0.92, -1.23, -1.35], [-1.25, 0.29, 2.67], [1.36, 0.53, -2.63], [1.33, -1.50, 0.12], [0.84, 1.94, -1.70], [-1.91, -0.94, -0.41], [-0.40, 0.87, 1.03], [1.51, -2.05, -0.75], [-0.34, 1.39, -0.21], [-0.31, -0.52, -0.96], [0.73, -0.40, 0.65], [-0.22, -0.54, -0.08], [0.01, -0.70, 0.80], [-0.31, 0.27, -0.29], [0.05, 0.20, 0.28], [0.20, -0.25, 1.50], [0.96, 0.28, 0.20], [-0.60, -0.04, -0.19], [-0.41, -0.24, 0.36], [0.30, 0.10, 0.33], [-0.45, 0.78, -0.05], [0.28, 0.48, 0.41], [-0.38, -0.81, -0.32], [-0.49, 0.00, -0.02], [-0.87, -0.53, -0.53], [0.48, 0.37, 2.09], [-0.19, -0.38, -0.54], [0.81, -0.21, 0.24], [-1.09, -0.23, -2.93], [1.53, -2.05, 0.09], [0.01, 3.61, 1.03], [0.32, -0.14, 0.20], [-0.26, 0.67, 1.96], [0.11, -2.20, 2.21], [0.91, 2.41, -2.56], [0.01, 0.34, 0.06], [0.43, -0.52, 0.26], [0.02, 0.00, -0.30], [0.45, -0.11, -0.55], [-0.26, 0.42, -0.17], [-0.39, -0.52, -0.47], [-0.09, -0.85, 0.12], [-0.02, -0.14, -0.09], [-0.05, -0.16, -0.11], [0.02, 0.15, -0.03], [-0.76, 0.45, 0.24], [-0.78, -0.36, -0.19], [-0.45, 0.25, -0.04], [0.04, 0.46, -1.02], [0.08, -0.72, 1.03], [0.24, 0.32, -1.66], [0.20, -0.49, -0.05], [0.17, 0.31, 1.75], [0.80, 2.83, -0.33], [-1.24, -3.14, 0.45], [-2.27, 0.67, -0.29], [3.37, -1.38, -1.31], [-0.12, -0.83, 2.09], [1.77, -0.87, -1.69], [-0.81, 0.38, 0.33], [-1.10, -0.85, 0.41], [-0.17, -0.46, -0.31], [-0.09, -0.05, 1.00], [-0.10, 0.38, 0.48], [0.35, 0.16, -0.34], [-0.22, -0.13, -0.18], [-0.81, 1.04, 0.68], [0.24, 0.15, -0.18], [0.62, 0.67, -0.47], [-0.62, -0.15, -0.60], [-0.14, 0.12, 0.21], [-0.77, -0.03, -0.05], [-0.27, -0.02, -0.26], [0.63, 0.63, -0.20], [0.21, 0.10, 0.43], [0.13, 0.65, 0.10], [-1.16, -2.65, -1.49], [0.53, 0.05, 1.12], [2.24, 0.57, 1.40], [-0.81, 0.72, 0.30], [-0.62, 0.68, -0.66], [-2.32, 0.32, -0.73], [1.11, -0.44, 0.42], [0.26, -0.33, -0.26], [0.58, 0.00, -0.17], [-0.50, -0.05, 0.44], [0.57, 0.75, -0.03], [-0.30, 0.11, 0.10], [0.43, -0.03, 0.64], [-0.03, 0.83, -0.43], [0.02, -0.53, -0.63], [0.72, -0.51, 1.06], [-0.52, 1.33, 2.04], [0.29, 0.51, -0.11], [1.40, -1.89, 0.54], [-1.82, -0.41, -1.18], [-1.08, 1.70, 0.80], [1.17, -0.75, -1.24], [-0.91, 0.69, -0.16], [0.10, -0.58, -0.03], [0.93, 0.05, -0.78], [-0.29, 0.06, 0.31], [-0.20, 0.42, -0.20], [0.41, -0.65, -0.53], [-0.02, 0.52, 0.40], [-0.18, -0.48, -0.94], [3.16, -0.71, 1.96], [-4.81, -0.60, -2.25], [0.52, 1.05, -0.90], [1.04, 0.07, 0.51], [-0.99, -0.96, 0.27], [0.10, 0.21, -0.57], [1.12, -0.20, 0.44], [0.08, 0.20, 0.10], [-0.61, 0.28, 0.20], [0.00, -0.46, -0.03], [0.46, 0.62, -0.08], [0.45, 0.04, 0.19], [-0.12, 0.78, -0.06], [-0.72, -0.26, 0.19], [0.33, -0.08, 0.03]], "mulliken_charge": [-0.9720, -0.2724, -0.2798, 0.8934, -0.7698, -0.2742, -0.3572, -1.1647, -0.3198, -0.0693, -1.2783, 0.4070, 0.2641, 0.2282, 0.3155, 0.2822, 0.4038, 0.3889, 0.3116, 0.3722, 0.2929, 0.3462, 0.2458, 0.3131, 0.3095, 0.3830, -1.1322, -0.3534, -0.2450, 0.7530, -0.7130, -0.2326, -0.1660, -1.2016, -0.3578, -0.1712, -0.9700, 0.3035, 0.3845, 0.2743, 0.3832, 0.3016, 0.2591, 0.3575, 0.2838, 0.3849, 0.3538, 0.2679, 0.3543, 0.3001, 0.1991, 0.3821, -1.0865, -0.3446, -0.3223, 1.0654, -0.6991, -0.3132, -0.3287, -1.0711, -0.3096, -0.1980, -1.2845, 0.2832, 0.2991, 0.4110, 0.4387, 0.2185, 0.3319, 0.3393, 0.2811, 0.2777, 0.3785, 0.3013, 0.3073, 0.3835, 0.3441, 0.2970, -0.9292, -0.4258, -0.3247, 0.9162, -0.7370, -0.2943, -0.1168, -1.2793, -0.3213, -0.1187, -1.1858, 0.2783, 0.2674, 0.3630, 0.3321, 0.3554, 0.3041, 0.3243, 0.3067, 0.3730, 0.3374, 0.2900, 0.3837, 0.3372, 0.2005, 0.3637, -1.1579, -0.2945, -0.2619, 0.8091, -0.7574, -0.3323, -0.2601, -1.0817, -0.1462, -0.3283, -1.1070, 0.3262, 0.4154, 0.2888, 0.2210, 0.3924, 0.4203, 0.3477, 0.3267, 0.2900, 0.2794, 0.2933, 0.3894, 0.3751, 0.2946, 0.2580, -1.2545, -0.0835, -0.4031, 1.0576, -0.6973, -0.3405, -0.2180, -1.1882, -0.2934, -0.1919, -1.1491, 0.3756, 0.3022, 0.2985, 0.3437, 0.1994, 0.3771, 0.2572, 0.3662, 0.2790, 0.3830, 0.3253, 0.3493, 0.2463, 0.2817, 0.3774, -0.9764, -0.2841, -0.2087, 0.8136, -0.6861, -0.2311, -0.2630, -1.1926, -0.3929, -0.3015, -1.0054, 0.4357, 0.2809, 0.1676, 0.3577, 0.2199, 0.3070, 0.4333, 0.3837, 0.3162, 0.2643, 0.3586, 0.3237, 0.2171, 0.3040, 0.3585, -0.6337, 1.0582, -0.6154, -0.8011, -0.6049, -0.6117, -0.6166, 0.3633, 0.4218, 0.3000, 0.3979, 0.3714, 0.2515, 0.3148, 0.4045, -0.5985, 0.9981, -0.6007, -0.8201, -0.5049, -0.7666, -0.5633, 0.4992, 0.3278, 0.3177, 0.2898, 0.3149, 0.4005, 0.4388, 0.2673, -0.6782, 1.0388, -0.6279, -0.6721, -0.6667, -0.5602, -0.5393, 0.3401, 0.3916, 0.3002, 0.3987, 0.2866, 0.2929, 0.3101, 0.3854]}